w) Entry from the Open Molecules 2025 dataset: a structure of composition C6H16N (the ωB97M-V functional and the def2-TZVPD basis).

Properties
2S+1	2
LUMO level (spin up / spin down)	0.04117 / 0.01120	Ha
⟨S²⟩	0.75

Geometry (Å):
1 C -1.045 -1.280 1.816
2 C -0.481 -0.096 0.968
3 C -0.418 0.038 -0.526
4 C 0.829 0.615 -1.095
5 C 0.401 1.237 -2.467
6 C 2.084 -0.337 -1.469
7 N -1.214 1.111 1.430
8 H -2.080 -0.986 2.020
9 H -1.029 -2.261 1.331
10 H -0.562 -1.402 2.797
11 H 0.589 0.032 1.337
12 H -1.361 -5.645 5.428
13 H -0.995 -0.778 -0.961
14 H 1.054 1.422 -0.466
15 H 0.062 2.261 -2.266
16 H -0.408 0.649 -2.949
17 H 1.276 1.345 -3.070
18 H 2.177 -1.244 -0.811
19 H 2.039 -0.636 -2.533
20 H 2.900 0.369 -1.281
21 H -1.898 1.324 0.674
22 H -0.686 -5.323 5.673
23 H -0.807 2.039 1.698



x) Entry from the Open Molecules 2025 dataset: a cluster of 2 separate species, C6H16N in total (the ωB97M-V functional and the def2-TZVPD basis).

Properties
2S+1	2
LUMO level (spin up / spin down)	0.04528 / 0.01150	Ha
⟨S²⟩	0.75

Geometry (Å):
1 C 0.861 0.117 2.939
2 C 1.131 -0.944 1.871
3 C 1.251 -0.380 0.488
4 C 0.979 -1.290 -0.670
5 C -0.529 -1.648 -0.803
6 C -1.336 -0.555 -1.507
7 N -1.487 0.654 -0.675
8 H 0.499 -0.358 3.850
9 H 1.771 0.654 3.216
10 H 0.113 0.821 2.593
11 H 0.350 -1.704 1.891
12 H 2.061 -1.491 2.071
13 H -0.672 0.703 -0.068
14 H 2.114 0.267 0.362
15 H 1.230 -0.806 -1.618
16 H 1.521 -2.226 -0.473
17 H -0.655 -2.552 -1.391
18 H -0.925 -1.799 0.203
19 H -2.330 -0.968 -1.688
20 H -0.862 -0.361 -2.473
21 H -1.728 6.097 -3.090
22 H -1.931 6.272 -3.789
23 H -1.426 1.496 -1.239



x) is the most stable structure; the next one sits 1.126 eV above it.